DFT (ωB97M-V/def2-TZVPD) results for the molecule C3H4I2O in a non-equilibrium geometry.

The geometry in XYZ format:
```
10
Properties=species:S:1:pos:R:3
O -0.49049 -0.08189 1.73943
C -0.50392 -0.89647 0.52455
C -0.42016 0.06009 -0.58629
I -2.08470 1.21163 -1.03677
C 0.99482 0.48159 -0.91514
I 1.42169 2.28104 -1.93828
H 0.32554 0.29040 1.59962
H -1.36509 -1.45016 0.72500
H 0.37642 -1.57834 0.66895
H 1.74590 -0.31789 -0.78108
```

Its LUMO energy is -0.04 eV. Its HOMO energy is -8.80 eV. As for the SMILES: OC/C(I)=C/I. The charge is 0. Its multiplicity is 1.